Version P
A 8-piece molecular cluster, C29H81N9O8 overall. Source: the OMol25 dataset; level of theory: ωB97M-V with the def2-TZVPD basis set.

Positions of all 127 atoms, in Å:
O1 -5.439 0.340 -4.419
O2 -1.169 -1.704 4.590
O3 -1.668 2.880 4.667
O4 2.902 -1.933 -4.373
O5 -1.906 -6.088 0.953
O6 -0.325 0.781 -0.430
O7 -0.563 4.788 -1.038
O8 3.886 0.245 1.361
N1 -1.585 7.741 0.940
N2 -0.937 -0.538 -2.166
N3 6.287 -2.766 -3.174
N4 -2.855 1.122 -3.572
N5 -2.140 3.138 0.994
N6 6.224 -1.045 -0.288
N7 -1.269 -1.134 -0.052
N8 -2.110 -3.908 -0.996
N9 0.952 -2.678 2.637
C1 4.932 -3.036 -3.613
C2 0.261 -1.345 4.654
C3 -1.774 6.602 0.010
C4 -0.436 5.925 -0.154
C5 -0.218 -4.571 -2.098
C6 -2.075 -0.754 5.062
C7 -5.111 1.706 -4.044
C8 2.173 -0.640 -4.486
C9 -3.329 1.600 2.435
C10 4.277 -3.969 -2.607
C11 -3.500 3.043 -2.431
C12 4.162 -1.747 -3.778
C13 5.768 -1.848 1.960
C14 3.946 -0.902 0.496
C15 -2.515 2.887 2.402
C16 -1.721 -6.609 2.195
C17 -0.630 2.728 5.608
C18 2.659 1.000 1.264
C19 0.601 3.965 -0.931
C20 -0.850 -0.240 -0.858
C21 -6.489 0.177 -5.470
C22 -1.294 2.866 3.265
C23 -4.065 1.669 -2.945
C24 1.153 -2.478 4.045
C25 -0.787 -5.514 0.300
C26 5.282 -1.754 0.536
C27 2.664 -2.274 4.287
C28 -2.384 7.231 -1.223
C29 -1.269 -5.080 -1.119
H1 0.860 -3.377 4.587
H2 0.638 -5.234 -2.224
H3 3.001 -1.397 3.734
H4 -1.163 2.769 6.558
H5 6.386 -2.696 2.257
H6 -3.602 1.448 3.479
H7 1.147 -0.937 -4.702
H8 1.029 -1.749 2.248
H9 4.699 -0.964 -4.314
H10 5.151 -2.706 0.022
H11 0.221 6.636 -0.656
H12 0.565 -1.133 5.679
H13 -4.192 1.520 1.773
H14 -1.093 -7.499 2.151
H15 2.533 1.471 0.289
H16 3.958 -1.322 -2.795
H17 -4.303 3.774 -2.334
H18 -1.728 -5.920 -1.639
H19 0.099 5.767 0.782
H20 -1.272 -5.844 2.830
H21 0.369 3.143 -1.608
H22 -0.021 -2.878 2.455
H23 -0.961 -0.944 0.891
H24 7.004 -2.613 -3.868
H25 3.148 -1.540 0.876
H26 -1.312 8.421 0.245
H27 3.597 -0.749 -0.525
H28 4.836 -1.940 2.517
H29 -6.169 0.527 -6.451
H30 -7.411 0.688 -5.193
H31 -2.697 -6.922 2.565
H32 -4.753 2.231 -4.929
H33 -4.299 0.995 -2.121
H34 -2.251 1.753 -4.078
H35 -0.741 3.758 2.970
H36 -0.664 1.999 3.065
H37 -2.295 0.724 -2.831
H38 -3.375 7.579 -0.929
H39 -1.573 3.970 0.916
H40 2.994 -2.423 5.315
H41 -0.657 -4.303 -3.059
H42 2.757 1.788 2.011
H43 -1.351 -2.115 -0.275
H44 1.431 4.605 -1.232
H45 -0.423 0.075 -2.782
H46 -2.520 5.966 0.486
H47 0.445 -0.355 4.237
H48 -0.239 1.717 5.499
H49 5.742 -0.224 -0.626
H50 0.268 3.346 5.607
H51 2.551 -0.022 -5.301
H52 -1.836 8.015 -1.746
H53 0.750 3.485 0.035
H54 -5.917 2.317 -3.638
H55 4.987 -3.661 -4.505
H56 -2.854 2.999 -1.555
H57 4.290 -3.509 -1.619
H58 -1.451 -1.353 -2.470
H59 6.393 -1.846 -2.770
H60 -6.810 -0.864 -5.526
H61 -2.473 6.466 -1.994
H62 -1.979 -0.678 6.145
H63 3.269 -4.311 -2.841
H64 -2.957 3.542 -3.234
H65 3.157 -3.086 3.753
H66 0.089 -6.162 0.257
H67 -2.579 -3.857 -0.103
H68 -2.490 8.014 1.296
H69 -1.501 2.427 0.667
H70 -2.028 0.233 4.604
H71 0.261 -3.667 -1.724
H72 6.889 -0.647 0.360
H73 6.139 -0.861 2.237
H74 2.266 0.075 -3.668
H75 -3.059 -1.134 4.785
H76 4.956 -4.821 -2.615
H77 -3.223 3.656 2.711
H78 -2.674 0.771 2.168
H79 1.762 0.519 1.656
H80 -2.959 -4.200 -1.459
H81 -0.497 -4.605 0.829

Computed properties:
* highest occupied orbital energy: -8.2 eV
* SMILES: COC[C@H](C)N.COC[C@H](C)N.COC[C@H](C)N.COC[C@H](C)N.COC[C@H](C)N.COC[C@H](C)N.COC[C@H](C)N.NC(N)=O
* Kohn-Sham gap: 8.8404 eV

These are the Löwdin partial charges, in e, on atoms 1 to 2: atom 1 (O): -0.20, atom 2 (O): -0.19



Version Q
A 8-piece molecular cluster, C29H81N9O8 overall. Source: the OMol25 dataset; level of theory: ωB97M-V with the def2-TZVPD basis set.

Positions of all 127 atoms, in Å:
O1 2.430 -0.828 -2.295
O2 1.318 0.804 0.365
O3 5.608 2.602 1.696
O4 -2.527 1.610 -3.494
O5 -5.706 0.891 -1.987
O6 -3.008 2.886 3.550
O7 -2.976 -5.821 0.273
O8 3.022 -2.374 4.057
N1 -3.028 -7.470 -2.019
N2 -1.355 3.848 6.711
N3 3.221 -2.366 1.817
N4 -3.322 -0.721 -1.211
N5 3.705 0.935 -4.526
N6 -1.545 0.697 0.744
N7 1.103 1.590 -2.827
N8 4.048 4.268 -0.417
N9 4.963 -1.633 3.094
C1 -2.165 -5.247 1.284
C2 -0.467 3.374 -2.477
C3 -3.852 1.811 3.160
C4 5.697 3.995 1.385
C5 -0.509 3.956 4.400
C6 -6.851 1.712 -2.022
C7 0.723 0.730 1.661
C8 6.106 5.653 -0.458
C9 -4.560 -1.564 0.689
C10 -1.730 3.895 5.296
C11 5.224 -0.937 -4.784
C12 5.473 4.289 -0.090
C13 -0.367 -1.460 1.029
C14 6.056 2.372 3.026
C15 1.649 -1.983 -2.420
C16 -0.586 -0.055 1.564
C17 -2.599 2.709 4.901
C18 3.843 -0.510 -4.306
C19 -1.183 1.173 -3.656
C20 -3.731 -7.810 -0.753
C21 -3.398 0.995 -4.406
C22 -0.326 1.855 -2.596
C23 3.716 -2.138 3.063
C24 -2.847 -7.223 0.329
C25 -4.690 -0.896 -0.682
C26 -5.403 0.478 -0.671
C27 2.695 1.046 0.469
C28 -3.894 -9.333 -0.720
C29 3.732 -0.825 -2.802
H1 1.958 -2.714 -1.662
H2 -1.236 4.804 7.031
H3 -2.716 -0.433 -0.438
H4 -1.074 1.130 -0.041
H5 5.294 -0.949 -5.873
H6 -1.328 -1.963 1.121
H7 6.327 1.315 3.005
H8 -4.755 1.146 -0.098
H9 -4.378 1.457 -4.299
H10 4.402 -0.139 -2.275
H11 7.173 5.670 -0.241
H12 2.334 -2.802 1.671
H13 5.427 -1.540 3.979
H14 5.903 5.864 -1.507
H15 0.129 -1.524 0.059
H16 -1.474 3.564 -2.092
H17 -4.702 -9.553 -1.413
H18 1.604 2.125 -2.121
H19 5.331 2.594 3.810
H20 1.388 0.645 -2.518
H21 5.960 -0.210 -4.434
H22 -1.200 0.082 -3.560
H23 1.686 -2.433 -3.416
H24 -1.144 -5.642 1.257
H25 -2.015 -4.176 1.147
H26 -2.930 -9.751 -1.016
H27 -7.703 1.264 -1.501
H28 -6.309 0.232 -0.101
H29 -2.383 4.758 5.107
H30 -2.011 1.774 4.863
H31 3.862 -2.213 1.059
H32 4.072 4.105 -1.422
H33 0.221 3.876 -1.795
H34 -6.639 2.714 -1.634
H35 -0.013 2.984 4.324
H36 3.047 -1.000 -4.880
H37 3.788 1.144 -5.513
H38 -4.586 1.541 3.926
H39 -3.497 -0.086 -4.259
H40 -4.322 2.101 2.224
H41 3.012 1.995 0.914
H42 -3.051 1.207 -5.426
H43 1.431 0.238 2.338
H44 -3.214 0.920 3.089
H45 5.452 -1.274 2.297
H46 -0.504 1.408 -1.611
H47 -1.824 -7.613 0.248
H48 3.080 1.167 -0.547
H49 -1.019 -0.129 2.565
H50 -5.170 -1.559 -1.410
H51 5.032 4.571 2.037
H52 -3.006 -6.457 -2.102
H53 0.209 4.738 4.645
H54 -1.960 1.424 1.315
H55 4.142 -1.826 -2.594
H56 -0.753 4.138 3.349
H57 -4.685 -7.275 -0.781
H58 6.723 4.307 1.611
H59 3.174 0.230 1.015
H60 -3.605 -7.743 -2.812
H61 5.635 6.447 0.127
H62 -3.778 -2.315 0.779
H63 -0.387 3.922 -3.418
H64 -7.104 1.768 -3.083
H65 0.371 -2.066 1.564
H66 -3.099 -7.667 1.307
H67 3.653 3.434 0.001
H68 2.787 1.247 -4.207
H69 6.992 2.892 3.252
H70 -4.042 -9.746 0.278
H71 -2.596 -5.422 2.273
H72 -0.847 1.517 -4.642
H73 -3.399 2.461 5.609
H74 -2.204 3.564 7.200
H75 -3.410 -0.002 -1.921
H76 -5.483 -2.060 1.007
H77 0.606 -1.747 -2.209
H78 6.071 3.602 -0.704
H79 0.501 1.695 2.131
H80 5.494 -1.912 -4.378
H81 -4.424 -0.816 1.478

Computed properties:
* highest occupied orbital energy: -8.2 eV
* SMILES: COC[C@H](C)N.COC[C@H](C)N.COC[C@H](C)N.COC[C@H](C)N.COC[C@H](C)N.COC[C@H](C)N.COC[C@H](C)N.NC(N)=O
* Kohn-Sham gap: 8.5770 eV

These are the Löwdin partial charges, in e, on atoms 1 to 2: atom 1 (O): -0.25, atom 2 (O): -0.18



Most stable to least stable: version Q, version P



Version P
An isolated ion of composition C4H10NO and charge -2. Source: the OMol25 dataset; level of theory: ωB97M-V with the def2-TZVPD basis set.

Positions of all 16 atoms, in Å:
O1 -3.610 -0.332 0.111
N1 -1.353 0.839 0.514
C1 0.999 -0.550 0.372
C2 2.254 -0.064 -0.289
C3 -0.021 0.662 -0.084
C4 -2.350 -0.293 -0.066
H1 1.038 -0.481 1.438
H2 -1.301 0.728 1.510
H3 1.824 0.268 -1.373
H4 0.317 -1.483 0.209
H5 2.758 0.797 0.214
H6 0.533 1.575 0.113
H7 -2.182 0.117 -1.147
H8 -0.101 0.311 -1.164
H9 2.933 -0.893 -0.345
H10 -1.738 -1.200 -0.014

Computed properties:
* highest occupied orbital energy (spin up / spin down): 4.1 / 0.2 eV
* spin multiplicity: 2
* total charge: -2
* Kohn-Sham gap (spin up / spin down): 2.9179 / 6.7312 eV

These are the Löwdin partial charges, in e, on atoms 1 to 2: atom 1 (O): -0.32, atom 2 (N): -0.10



Version Q
A 2-piece molecular cluster, C4H10NO overall. Source: the OMol25 dataset; level of theory: ωB97M-V with the def2-TZVPD basis set.

Positions of all 16 atoms, in Å:
O1 1.084 -1.028 -1.444
N1 -0.799 -1.263 0.277
C1 -1.353 0.084 -0.040
C2 2.336 -0.717 -0.832
C3 -1.147 0.989 1.177
C4 -0.632 2.241 1.143
H1 -0.356 2.683 2.116
H2 2.655 -1.475 -0.123
H3 -0.817 0.568 -0.888
H4 2.331 0.270 -0.306
H5 3.156 -0.589 -1.575
H6 -1.370 -1.987 -0.046
H7 -0.523 2.803 0.208
H8 -1.125 0.402 2.106
H9 -2.415 0.088 -0.252
H10 0.158 -1.274 -0.311

Computed properties:
* highest occupied orbital energy (spin up / spin down): 4.4 / -0.1 eV
* spin multiplicity: 2
* total charge: -2
* Kohn-Sham gap (spin up / spin down): 2.6720 / 7.0935 eV

These are the Löwdin partial charges, in e, on atoms 1 to 2: atom 1 (O): -0.45, atom 2 (N): -0.06



Most stable to least stable: version Q, version P



Version P
An isolated ion of composition C3H3ClNO and charge +1. Source: the OMol25 dataset; level of theory: ωB97M-V with the def2-TZVPD basis set.

Positions of all 9 atoms, in Å:
Cl1 2.076 -1.086 -0.169
O1 1.441 1.815 -0.058
N1 0.590 1.086 0.207
C1 -1.228 0.396 -0.670
C2 -0.678 -0.622 -0.196
C3 0.583 -0.263 0.539
H1 -2.131 0.714 -1.143
H2 0.614 -0.525 1.570
H3 -1.267 -1.514 -0.082

Computed properties:
* highest occupied orbital energy (spin up / spin down): -16.0 / -16.0 eV
* total charge: +1
* Kohn-Sham gap (spin up / spin down): 8.3082 / 8.3071 eV

These are the Löwdin partial charges, in e, on atoms 1 to 2: atom 1 (Cl): 0.69, atom 2 (O): 0.27



Version Q
An isolated ion of composition C3H3ClNO and charge +1. Source: the OMol25 dataset; level of theory: ωB97M-V with the def2-TZVPD basis set.

Positions of all 9 atoms, in Å:
Cl1 0.499 2.629 -1.289
O1 -2.075 2.116 0.059
N1 -1.121 1.641 0.554
C1 -0.042 -0.006 -0.422
C2 0.173 1.452 -0.043
C3 -0.941 -0.845 -0.041
H1 0.960 -0.346 -0.547
H2 0.804 1.497 0.758
H3 -1.704 -1.540 0.043

Computed properties:
* highest occupied orbital energy (spin up / spin down): -14.6 / -15.5 eV
* total charge: +1
* Kohn-Sham gap (spin up / spin down): 6.2654 / 8.0999 eV

These are the Löwdin partial charges, in e, on atoms 1 to 2: atom 1 (Cl): 0.79, atom 2 (O): 0.19



Version R
C3H3ClNO as an isolated structure. Source: the OMol25 dataset; level of theory: ωB97M-V with the def2-TZVPD basis set.

Positions of all 9 atoms, in Å:
Cl1 1.527 0.205 1.417
O1 -1.448 1.834 1.017
N1 -0.705 0.486 0.230
C1 0.530 -0.695 -0.643
C2 -0.384 0.300 -1.047
C3 0.071 -0.532 0.817
H1 -0.319 -1.365 1.325
H2 -0.712 0.790 -2.045
H3 1.439 -1.022 -1.072

Computed properties:
* highest occupied orbital energy (spin up / spin down): -15.4 / -16.5 eV
* total charge: +1
* Kohn-Sham gap (spin up / spin down): 7.6471 / 8.8900 eV

These are the Löwdin partial charges, in e, on atoms 1 to 2: atom 1 (Cl): 0.83, atom 2 (O): 0.19



Most stable to least stable: version P, version Q, version R